118
Properties=species:S:1:pos:R:3 method="wB97M-V/def2-TZVPD" e_tot_ha=-7068.781545 s2=0.76 largest_force_ev_per_a=2.29 spin_multiplicity=2 e_above_lowest_ev=0.9666 homo_energy_ev="-6.56 / -6.95"
Ti 1.623 0.423 1.357
C -3.637 0.880 -4.208
C -2.475 0.159 -3.530
C -2.800 -1.329 -3.365
P -1.764 0.760 -1.915
C -1.884 2.615 -1.918
C -3.235 3.318 -1.820
C -1.045 3.149 -3.081
C -2.969 0.203 -0.660
C -4.353 0.376 -0.796
C -5.244 -0.181 0.100
C -4.752 -0.940 1.157
C -3.388 -1.103 1.303
C -2.456 -0.528 0.420
Si -0.567 -0.901 0.690
C -0.469 -1.438 2.566
C -0.406 -2.799 2.900
C -0.013 -3.244 4.150
C 0.378 -2.332 5.117
C 0.329 -0.979 4.836
C -0.120 -0.517 3.599
P -0.246 1.262 3.162
C -2.083 1.420 3.041
C -2.539 2.664 2.288
C -2.807 1.248 4.375
C 0.044 2.548 4.496
C 1.012 3.674 4.119
C 0.310 2.087 5.925
C -0.531 -2.526 -0.355
C -1.624 -3.377 -0.124
C -1.805 -4.579 -0.786
C -0.879 -4.973 -1.740
C 0.200 -4.148 -1.998
C 0.396 -2.934 -1.330
P 1.886 -1.932 -1.748
C 1.743 -1.500 -3.578
C 1.594 0.013 -3.728
C 0.737 -2.259 -4.459
C 3.178 -3.269 -1.932
C 3.283 -4.195 -0.723
C 4.529 -2.586 -2.180
H -3.846 0.401 -5.169
H -3.424 1.929 -4.409
H -4.554 0.823 -3.621
H -1.610 0.235 -4.200
H -3.717 -1.460 -2.786
H -2.008 -1.869 -2.845
H -2.948 -1.795 -4.342
H -1.339 2.860 -1.000
H -3.886 3.107 -2.669
H -3.081 4.401 -1.791
H -3.766 3.038 -0.911
H -1.477 2.883 -4.048
H -0.028 2.752 -3.053
H -0.983 4.239 -3.041
H -4.739 0.950 -1.626
H -6.310 -0.040 -0.029
H -5.431 -1.403 1.862
H -3.025 -1.682 2.146
H -0.632 -3.536 2.140
H 0.021 -4.307 4.357
H 0.732 -2.670 6.082
H 0.670 -0.280 5.583
H -2.351 0.569 2.434
H -2.146 3.590 2.720
H -3.629 2.735 2.312
H -2.244 2.616 1.237
H -2.720 2.125 5.020
H -2.440 0.380 4.927
H -3.873 1.092 4.184
H -0.946 3.011 4.495
H 2.036 3.435 4.391
H 0.710 4.577 4.656
H 1.007 3.899 3.053
H 1.319 1.682 6.015
H -0.406 1.344 6.274
H 0.241 2.952 6.590
H -2.376 -3.093 0.603
H -2.666 -5.195 -0.559
H -0.996 -5.904 -2.280
H 0.910 -4.455 -2.756
H 2.748 -1.756 -3.929
H 0.681 0.365 -3.243
H 1.562 0.296 -4.784
H 2.430 0.536 -3.261
H 0.235 -1.568 -5.141
H -0.041 -2.763 -3.894
H 1.230 -3.012 -5.075
H 2.929 -3.871 -2.815
H 2.422 -4.854 -0.622
H 3.368 -3.621 0.201
H 4.177 -4.818 -0.811
H 4.973 -2.282 -1.231
H 4.451 -1.689 -2.799
H 5.221 -3.271 -2.677
C 4.825 1.500 -1.366
C 3.575 1.380 -0.560
N 3.331 0.403 0.257
N 4.358 -0.475 0.460
C 4.030 -1.485 1.229
N 5.039 -2.352 1.512
S 2.460 -1.859 1.844
C 2.571 2.433 -0.554
C 2.736 3.612 -1.280
C 1.825 4.634 -1.124
C 0.765 4.450 -0.244
C 0.653 3.250 0.422
N 1.528 2.243 0.284
H 5.385 0.573 -1.319
H 5.456 2.306 -0.983
H 4.585 1.730 -2.407
H 5.975 -2.018 1.351
H 4.899 -2.989 2.276
H 3.582 3.711 -1.943
H 1.939 5.560 -1.671
H 0.026 5.220 -0.074
H -0.168 3.064 1.097
Br 3.039 1.255 3.302